[1]
The following is a quantum chemistry calculation of 12 unconnected molecules or ions with the total composition C12H48O12 at a distorted geometry, from OMol25.

The spin multiplicity is 1. The orbital gap is 9.70 eV. Its energy above the lowest of the compared OMol25 structures with the same formula, charge and spin is 165.3 kcal per mole. The HOMO energy is -9.7 eV. As for the SMILES: CO.CO.CO.CO.CO.CO.CO.CO.CO.CO.CO.CO.

Geometry as XYZ:
```
72
C12H48O12, DFT ωB97M-V with the def2-TZVPD basis set
C -0.338 -0.038 -0.761
O 0.415 -0.562 -1.873
H -0.562 -0.824 -0.040
H 0.142 0.725 -0.149
H -1.284 0.298 -1.187
H 1.275 -0.766 -1.499
C -5.380 -3.024 0.415
O -6.745 -2.809 0.329
H -5.143 -3.138 1.473
H -5.050 -3.897 -0.148
H -4.808 -2.163 0.068
H -6.896 -2.046 -0.234
C 5.257 -1.518 0.764
O 3.936 -1.363 0.373
H 5.825 -0.658 0.408
H 5.478 -1.614 1.827
H 5.656 -2.389 0.245
H 3.351 -1.519 1.118
C -1.026 2.275 -5.774
O -0.735 0.875 -5.641
H -1.164 2.801 -4.829
H -0.265 2.876 -6.272
H -1.936 2.302 -6.373
H -0.272 0.689 -4.820
C -4.048 3.191 1.596
O -2.937 2.507 2.214
H -4.861 2.469 1.533
H -4.381 4.029 2.209
H -3.758 3.543 0.606
H -2.311 3.106 2.627
C 1.681 -3.748 4.313
O 1.243 -2.786 3.353
H 1.619 -3.545 5.382
H 1.139 -4.688 4.207
H 2.743 -3.968 4.198
H 0.315 -2.636 3.546
C 3.734 2.027 4.222
O 4.797 2.803 3.682
H 4.153 1.029 4.345
H 3.391 2.457 5.164
H 2.909 1.976 3.512
H 5.606 2.445 4.056
C 0.548 -5.107 -1.335
O 0.196 -4.576 -2.584
H 1.589 -4.882 -1.102
H -0.148 -4.763 -0.571
H 0.469 -6.192 -1.412
H 0.149 -3.625 -2.464
C -3.649 -1.162 5.166
O -2.574 -0.993 4.287
H -4.076 -0.261 5.606
H -4.438 -1.822 4.806
H -3.198 -1.649 6.031
H -2.727 -0.117 3.925
C 3.007 4.129 -1.051
O 3.128 4.258 -2.463
H 3.349 5.057 -0.593
H 2.035 3.835 -0.655
H 3.710 3.357 -0.736
H 2.489 4.917 -2.744
C 5.872 0.876 -3.896
O 6.193 2.180 -3.969
H 5.305 0.660 -4.802
H 6.767 0.257 -3.838
H 5.176 0.696 -3.076
H 5.428 2.677 -3.670
C -5.598 1.256 -3.074
O -6.748 0.668 -2.451
H -5.850 1.843 -3.957
H -5.190 1.860 -2.263
H -4.844 0.533 -3.384
H -7.135 1.366 -1.918
```

***

[2]
The following is a quantum chemistry calculation of a molecular structure, C12H5Co2N3O8 at a distorted geometry, from OMol25.

The spin multiplicity is 1. The orbital gap is 6.46 eV. The HOMO energy is -1.9 eV. As for the charge: -2.

Geometry as XYZ:
```
30
C12H5Co2N3O8, DFT ωB97M-V with the def2-TZVPD basis set
N 2.099 1.849 0.606
C 2.200 3.221 0.710
N 3.473 3.664 0.812
C 4.208 2.503 0.780
N 5.619 2.522 0.816
O 6.207 1.418 0.820
O 6.194 3.613 0.836
C 3.377 1.372 0.672
H 1.337 3.896 0.713
H 3.741 0.356 0.653
O -4.986 -3.900 0.419
C -4.100 -3.175 0.612
Co -2.754 -2.090 0.916
C -1.280 -3.009 1.167
O -0.305 -3.611 1.350
C -2.956 -1.211 2.422
O -3.064 -0.558 3.377
C -2.682 -0.543 -0.360
C -1.450 0.130 -0.354
C -0.686 0.973 0.346
Co -1.611 -1.017 -1.719
C -0.031 -1.940 -1.799
O 0.848 -2.626 -2.099
C -2.660 -2.263 -2.480
O -3.373 -3.033 -2.962
C -1.491 0.117 -3.086
O -1.509 0.791 -4.026
H -3.671 -0.070 -0.427
H 0.306 1.232 -0.020
H -1.002 1.392 1.306
```

***

[3]
The following is a quantum chemistry calculation of a single C12H6Cl4N2O3 molecule at a distorted geometry, from OMol25.

The spin multiplicity is 1. The orbital gap is 8.55 eV. Its energy above the lowest of the compared OMol25 structures with the same formula, charge and spin is 0.0 kcal per mole. The HOMO energy is -9.1 eV. As for the SMILES: O=C(COC(=O)c1nc(Cl)c(Cl)c(Cl)c1Cl)c1ccc[nH]1.

Geometry as XYZ:
```
27
C12H6Cl4N2O3, DFT ωB97M-V with the def2-TZVPD basis set
O -0.004 1.761 -0.086
C 0.845 1.285 -0.833
C 1.574 -0.029 -0.552
O 1.012 -0.687 0.616
C -0.147 -1.381 0.422
O -0.618 -1.654 -0.686
C -0.893 -1.867 1.627
N -1.633 -3.000 1.550
C -2.276 -3.518 2.613
Cl -3.164 -4.993 2.427
C -2.155 -2.943 3.881
Cl -2.980 -3.677 5.245
C -1.411 -1.794 3.997
Cl -1.292 -1.059 5.573
C -0.803 -1.199 2.886
Cl 0.029 0.323 3.237
C 1.045 2.026 -2.091
C 1.836 1.750 -3.184
C 1.542 2.729 -4.174
C 0.635 3.596 -3.691
N 0.323 3.175 -2.420
H 1.535 -0.660 -1.413
H 2.657 0.110 -0.406
H 2.492 0.885 -3.323
H 1.977 2.784 -5.159
H 0.261 4.473 -4.251
H -0.386 3.564 -1.805
```

***

Question: Among the records above, which one has the highest orbital gap?
Answer: C12H48O12

***

Question: Look up the orbital gap of the second one.
Answer: 6.46 eV

***

Question: What is the orbital gap in the second record?
Answer: 6.46 eV

***

Question: Which value of orbital gap does entry 1 give?
Answer: 9.70 eV